Entry 1:
Molecular formula: CH3N4P
Method: DFT, the ωB97M-V functional and the def2-TZVPD basis

```
9
Properties=species:S:1:pos:R:3:forces:R:3
C 0.673 1.245 -0.040 0.655 0.211 -0.261
N 1.933 0.833 0.047 -1.083 1.591 0.293
N 2.020 -0.490 0.212 2.336 -1.085 0.384
N 0.961 -1.168 0.102 0.411 -1.473 0.205
N -1.591 -0.632 0.323 -4.434 1.019 -1.049
P -0.188 -0.192 -0.441 -1.526 1.331 -1.333
H 0.412 2.276 -0.238 0.249 -0.038 0.005
H -2.566 -0.239 -0.149 3.541 -1.159 1.423
H -1.654 -1.633 0.184 -0.149 -0.397 0.333
```
Forces are in eV/Å.

Output
HOMO energy, eV: -9.24

natural (NBO) atomic charge list, values in e, 8 entries:
1 C -0.36
2 N -0.26
3 N -0.02
4 N -0.55
5 N -1.13
6 P 1.27
7 H 0.23
8 H 0.41

---

Entry 2:
Molecular formula: C5H12O2
Method: DFT, the ωB97M-V functional and the def2-TZVPD basis

```
19
Properties=species:S:1:pos:R:3:forces:R:3
C 0.819 1.392 -2.293 -0.403 0.494 0.832
C -0.330 1.100 -1.701 -1.432 -1.683 -0.621
C -1.071 -0.266 -1.676 0.737 0.779 -0.154
C -1.718 -0.599 -0.333 2.198 0.070 -0.094
C -2.320 0.244 0.491 -1.030 0.596 0.268
H 1.026 2.467 -2.286 0.636 -0.523 -0.302
H 1.520 0.637 -2.654 -0.221 0.388 -0.077
H -1.018 1.848 -1.349 0.291 0.716 0.151
H -0.350 -1.055 -1.957 -0.469 0.185 0.077
H -1.847 -0.215 -2.461 0.290 -0.092 0.212
H -1.254 -1.528 0.037 -1.355 -0.075 0.032
H -2.756 -0.060 1.444 0.520 -0.199 -0.078
H -2.547 1.305 0.283 0.132 -0.729 -0.370
O 0.665 -1.792 1.768 0.356 -0.517 0.335
H 0.253 -1.186 1.148 -0.328 0.121 0.293
H 0.001 -2.143 2.383 0.169 0.471 -0.531
O 2.875 0.401 2.432 0.885 -0.828 -0.119
H 2.819 -0.515 2.120 -0.893 0.132 -0.047
H 3.819 0.381 2.642 -0.081 0.693 0.194
```
Forces are in eV/Å.

Output
HOMO energy, eV: -9.78

natural (NBO) atomic charge list, values in e, 8 entries:
1 C -0.41
2 C -0.15
3 C -0.49
4 C -0.19
5 C -0.39
6 H 0.21
7 H 0.20
8 H 0.18

---

Entry 3:
Molecular formula: C10H20N5
Method: DFT, the ωB97M-V functional and the def2-TZVPD basis

```
35
Properties=species:S:1:pos:R:3:forces:R:3
C 1.975 -1.203 1.841 -2.032 -1.486 0.869
C 2.767 -0.017 0.068 -2.623 1.357 -1.914
C -1.239 1.579 1.031 -0.607 -0.089 0.765
C 1.395 0.448 -0.379 -2.040 -0.949 2.534
C -0.014 -0.455 0.624 2.342 0.435 -3.343
C 3.837 -0.023 -0.918 1.475 0.297 -1.607
C -2.537 2.163 1.520 2.849 1.657 -1.639
C 0.990 1.054 -1.743 -1.629 -0.352 4.176
C -2.910 -1.714 0.427 3.138 2.036 -0.556
C -1.874 -1.469 -0.704 0.906 1.209 0.647
N 2.908 -0.926 1.069 2.381 0.452 0.303
N -1.046 0.343 0.986 -1.247 1.141 1.244
N 0.641 -1.035 1.722 1.106 0.594 1.651
N 2.205 1.371 0.503 -0.137 1.793 1.293
N -0.454 -1.441 -0.271 -0.751 0.143 -0.787
H 2.145 -1.813 2.700 0.704 -0.330 0.680
H -0.553 2.355 0.747 0.943 0.188 -0.614
H 3.418 -0.285 -1.946 0.930 0.236 1.342
H 4.475 -0.796 -0.488 0.382 -0.076 -0.850
H 4.457 0.910 -0.969 -0.694 -0.733 -0.065
H -3.042 1.560 2.150 -1.526 -1.996 2.252
H -2.304 3.150 1.939 -0.520 -0.187 -0.117
H -3.096 2.231 0.619 -0.901 0.635 -0.804
H 1.918 1.370 -2.082 1.216 1.244 -1.631
H 0.205 1.834 -1.439 1.334 -0.806 -1.145
H 0.552 0.253 -2.286 -0.346 -0.427 -0.847
H -2.557 -1.156 1.313 -0.379 -1.065 -0.264
H -3.673 -1.135 0.039 -2.617 0.268 -0.301
H -2.985 -2.739 0.466 -1.043 -2.154 0.839
H -1.912 -2.230 -1.473 -0.289 0.075 -0.259
H -2.107 -0.457 -1.120 0.335 -0.946 -0.171
H 0.180 -1.267 2.598 -0.727 0.190 -0.642
H 2.467 2.347 0.202 0.170 -1.635 -0.329
H 1.986 1.461 1.514 -0.062 -0.563 -0.831
H 0.061 -2.301 -0.268 -0.041 -0.157 0.121
```
Forces are in eV/Å.

Output
Charge: +1
HOMO energy, eV: -11.80

natural (NBO) atomic charge list, values in e, 8 entries:
1 C 0.35
2 C 0.29
3 C 0.24
4 C 0.11
5 C 0.52
6 C -0.67
7 C -0.66
8 C -0.64

---

| no. | total energy (eV) | Kohn-Sham gap (eV) | LUMO (Ha) |
| --- | --- | --- | --- |
| 1 | -16331.7040 | 8.52 | -0.0263 |
| 2 | -9472.5466 | 10.62 | 0.0310 |
| 3 | -18134.5573 | 9.00 | -0.1027 |